1.
Here is a 2-piece molecular cluster, C2H6N2O2 overall at a distorted geometry from the OMol25 dataset. Energies are from ωB97M-V with the def2-TZVPD basis set.

```
12
Properties=species:S:1:pos:R:3
O -2.93945 -1.42028 2.72439
O 0.69256 1.47797 -2.14891
N 2.61652 0.52414 -1.61190
N -1.50115 -0.00780 1.84986
C -2.27830 -1.01613 1.74254
C 1.29751 0.45053 -2.07200
H -2.68540 -1.26296 0.66605
H -1.52501 0.42930 2.68747
H 0.82378 -0.56881 -2.16116
H 3.21417 -0.22915 -1.22999
H -0.77977 0.17480 1.15450
H 3.06455 1.44839 -1.60086
```

Frontier orbital gap ... 10.354 eV
SMILES string ... NC=O.NC=O
Net charge ... 0
Energy above the lowest of the compared OMol25 structures with the same formula, charge and spin ... 135.0 kJ/mol

=====

2.
Here is C8H10ClCoNO4 as an isolated structure from the OMol25 dataset. Energies are from ωB97M-V with the def2-TZVPD basis set.

```
25
Properties=species:S:1:pos:R:3
Co -0.57607 -0.20849 0.11397
Cl 1.99162 -1.05196 -0.58888
O 3.13266 -1.40064 0.17555
O 2.32282 -0.82557 -1.96382
O 1.39510 0.20471 -0.03132
O 0.93662 -2.03896 -0.47829
N -0.74855 0.03635 -1.80161
C 0.03369 0.11990 -4.27863
C -0.41917 0.09188 -2.89408
C -1.05495 0.87257 1.92451
C -0.75860 -0.51442 2.17721
C -2.54865 -0.42830 0.78060
C 1.14074 1.15854 -4.48200
C -2.15219 0.93044 1.07440
C -1.74261 -1.30082 1.54194
H -0.47263 1.70912 2.27556
H 1.98052 0.94355 -3.82487
H 0.39496 -0.88405 -4.50658
H 0.06068 -0.87955 2.77518
H 1.47993 1.12488 -5.51554
H -0.83076 0.31774 -4.91384
H 0.77538 2.16221 -4.27022
H -2.59684 1.81900 0.65678
H -3.36607 -0.71884 0.14042
H -1.78270 -2.37774 1.52781
```

Frontier orbital gap (spin up / spin down) ... 8.447 / 9.601 eV
2S+1 ... 2
Net charge ... 0
Energy above the lowest of the compared OMol25 structures with the same formula, charge and spin ... 0.0 kJ/mol

=====

3.
Here is an isolated ion of composition C4H8NO and charge +1 at a distorted geometry from the OMol25 dataset. Energies are from ωB97M-V with the def2-TZVPD basis set.

```
14
Properties=species:S:1:pos:R:3
O -1.68439 0.16832 0.40430
N 0.93370 0.30606 -0.01387
C 2.11644 0.67941 0.14643
C -1.52618 1.29251 -0.12421
C 0.39608 -0.98338 0.22073
C -1.11152 -0.97249 -0.19167
H -1.61812 -1.85458 0.20220
H 2.36986 1.70743 -0.06629
H -1.81836 2.15837 0.46243
H 2.91771 0.02397 0.49073
H -1.14645 1.41519 -1.13519
H 0.47254 -1.26209 1.27540
H 0.88666 -1.74704 -0.38909
H -1.18794 -0.93170 -1.28191
```

Frontier orbital gap ... 8.848 eV
Net charge ... +1
Energy above the lowest of the compared OMol25 structures with the same formula, charge and spin ... 215.7 kJ/mol

=====

4.
Here is C11H8Br2Cl2FIrN2 as an isolated structure at a distorted geometry from the OMol25 dataset. Energies are from ωB97M-V with the def2-TZVPD basis set.

```
27
Properties=species:S:1:pos:R:3
Ir 1.27674 -0.24272 0.41576
Br -3.54726 4.56478 1.87279
Br -2.64205 -3.63707 -4.18369
Cl 3.33176 -0.05177 1.43064
Cl 5.40450 -0.20162 3.46263
F -1.78431 0.36357 -0.82789
N -0.31912 1.26053 0.82313
N -0.01844 -1.24988 -1.02083
C -1.60458 -2.67598 -2.91377
C -2.08974 -1.49967 -2.30400
C -2.26310 3.22826 1.44885
C -0.99845 3.20177 2.08936
C 4.89402 -0.78361 1.86862
C -0.29320 -3.09655 -2.56883
C -0.08965 2.23404 1.76124
C -1.52670 1.34903 0.23580
C 0.43311 -2.38741 -1.65490
C -2.51976 2.25294 0.46294
C -1.26285 -0.89184 -1.40951
H 4.78761 -1.87475 1.89054
H -3.44613 2.22524 -0.09325
H 1.43625 -2.70796 -1.40068
H 0.88015 2.21660 2.24205
H 0.14045 -3.97214 -3.02926
H -0.74064 3.94362 2.83095
H -3.06433 -1.09450 -2.53895
H 5.62574 -0.47294 1.11026
```

Frontier orbital gap (spin up / spin down) ... 5.981 / 6.215 eV
2S+1 ... 2
Net charge ... +3
Energy above the lowest of the compared OMol25 structures with the same formula, charge and spin ... 374.4 kJ/mol

=====

5.
Here is a 2-piece molecular cluster, C10H15NO overall at a distorted geometry from the OMol25 dataset. Energies are from ωB97M-V with the def2-TZVPD basis set.

```
27
Properties=species:S:1:pos:R:3
O 1.54268 -0.15183 -2.35486
N 1.53218 -2.04446 -1.10090
C -2.31895 -1.03988 1.73490
C -2.06568 1.03767 0.53702
C -2.57186 0.31141 1.68145
C 3.09143 1.01442 -0.12840
C -1.69408 -1.81861 0.82371
C -1.39529 -1.14972 -0.38078
C 2.06416 -0.77498 -1.43515
C -1.48192 0.26606 -0.46503
C -2.28205 2.47366 0.43113
C 3.33641 -0.34769 -0.69415
H 2.25861 0.67421 0.61167
H -1.70291 -2.78355 0.84010
H -1.17766 0.68862 -1.42781
H -2.60569 -1.67324 2.61505
H 0.62268 -2.31213 -1.59908
H -3.30080 2.92444 -0.01581
H -1.02862 -1.71548 -1.30909
H 2.77530 1.96060 -0.67635
H 4.00707 1.40442 0.39152
H -2.28609 2.97749 1.36900
H 1.69030 -2.26232 -0.21646
H -3.22008 0.80943 2.41418
H -1.62111 2.90080 -0.36572
H 3.68078 -0.88244 0.22543
H 4.15118 -0.48689 -1.50558
```

Frontier orbital gap ... 9.757 eV
SMILES string ... Cc1ccccc1.CCC(N)=O
Net charge ... 0
Energy above the lowest of the compared OMol25 structures with the same formula, charge and spin ... 241.7 kJ/mol

=====

Which of these has the lowest energy above the lowest of the compared OMol25 structures with the same formula, charge and spin? C8H10ClCoNO4

=====

net charge of number 1 (C2H6N2O2)? 0

=====

What is the energy above the lowest of the compared OMol25 structures with the same formula, charge and spin in the fifth record? 241.7 kJ/mol

=====

Which of these has the lowest energy above the lowest of the compared OMol25 structures with the same formula, charge and spin? C8H10ClCoNO4